Entry 1:
A molecular structure, C9H13NSn, computed with ωB97M-V/def2-TZVPD.

Each line ends with the Löwdin charge.
Positions of all 24 atoms, in Å:
C 0.0837 -0.9549 -2.0292  -0.1409
C 1.4488 -0.7561 -1.6961  -0.1472
C 1.7130 0.6205 -1.6149  -0.1765
C 0.4724 1.3337 -1.8704  -0.2800
C -0.5461 0.3128 -2.1488  -0.2191
Sn -0.3636 0.9480 0.3408  1.4015
C 0.6314 -0.5074 1.6330  -0.2021
C -0.5369 -1.4654 1.4422  -0.6428
C -0.4371 -2.8302 1.6563  -0.0085
N -1.5906 -0.7914 0.9515  -0.0915
H 2.6822 1.0959 -1.4579  0.1002
H 2.1839 -1.5545 -1.5745  0.1067
H 0.3819 2.3933 -2.1237  0.1018
H -1.5516 0.5202 -2.5241  0.1019
H -0.3876 -1.9166 -2.2211  0.1048
H 1.6028 -0.9001 1.3292  0.0547
H -2.4601 -1.2852 0.6997  0.0726
H 0.6641 0.0015 2.6032  0.0486
H 0.4605 -3.2166 2.1264  0.0317
H -1.2386 -3.4619 1.2834  0.0307
C -0.7597 2.8776 1.1875  -0.2485
H 0.2029 3.3718 1.3618  0.0030
H -1.2685 2.7061 2.1450  0.0024
H -1.3872 3.4592 0.5005  -0.0038

Calculated values
Lowest unoccupied orbital energy, eV: 0.13
Highest occupied orbital energy, eV: -7.0081
E_tot, eV: -16861.9954

Entry 2:
A gas-phase ion, C9H13O (charge +1), computed with ωB97M-V/def2-TZVPD.

Each line ends with the Löwdin charge.
Positions of all 23 atoms, in Å:
C -0.9330 1.0580 -1.4932  0.2553
C -0.7244 1.8059 -0.5422  -0.0014
C -0.6124 2.3285 0.9228  0.0062
C 1.4117 -1.0737 0.8126  -0.0094
C 1.0756 0.4708 0.8526  -0.0749
C 1.4548 -0.3629 -0.4612  -0.2090
C -0.3253 0.9102 1.0084  -0.2379
C -1.4945 0.0554 1.3004  0.0237
C 0.0975 -1.9184 -1.8121  -0.0605
O 0.6167 -0.6353 -1.5752  -0.1948
H -0.8458 0.8024 -2.4357  0.0459
H 0.0956 3.0992 1.0542  0.1274
H -1.6154 2.4898 1.3580  0.1480
H 2.3503 -1.3454 1.3178  0.1315
H 0.6335 -1.8305 0.9751  0.1221
H 1.9318 1.1239 1.1665  0.1732
H 2.3549 0.0152 -0.7919  0.1373
H -1.3597 -0.8995 0.9736  0.0567
H -2.3766 0.5463 0.7972  0.1407
H -1.6471 -0.0036 2.2933  0.0809
H 0.8905 -2.6740 -1.6866  0.1097
H -0.6826 -2.2379 -1.1315  0.0790
H -0.2963 -1.7247 -2.9028  0.1503

Calculated values
ΔE to the lowest compared entry with this formula, charge and spin, eV: 4.8848
Lowest unoccupied orbital energy, eV: -4.69
Highest occupied orbital energy, eV: -14.1409
E_tot, eV: -11578.3077
Net charge: +1

Entry 3:
A single C9H13O6 molecule, computed with ωB97M-V/def2-TZVPD.

Each line ends with the Löwdin charge.
Positions of all 28 atoms, in Å:
O -0.7156 -0.7464 1.3957  -0.1553
O -0.4092 0.3302 0.6770  0.0151
C -1.1554 -2.0907 3.0851  0.0121
C -1.5436 -0.6373 2.6855  -0.2388
C -1.2408 0.3573 3.8408  -0.1308
C 0.1650 0.7481 4.1724  -0.3861
O -0.6018 -0.1250 5.0362  0.0338
C 0.3811 2.1386 4.6699  0.0006
C 1.3573 0.0249 3.5539  -0.2227
O 2.4288 -0.1597 4.0840  0.1819
C -3.0411 -0.4863 2.1316  -0.2307
C -4.1169 0.3751 2.7753  -0.3665
O -5.1871 -0.1498 3.0927  0.0893
C -3.8739 1.8496 2.7896  -0.0145
O -3.5436 -1.7723 1.8534  -0.0147
H -1.6601 -2.7913 2.3952  0.0967
H -0.0657 -2.1605 2.9566  0.0908
H -1.4187 -2.3047 4.1422  0.1108
H -2.0067 1.1607 3.9407  0.1291
H 0.0742 2.8272 3.8654  0.0981
H -0.2486 2.3252 5.5564  0.1030
H 1.4415 2.2945 4.9193  0.0935
H 1.0732 -0.3982 2.5592  0.1430
H -2.9970 0.0402 1.1732  0.1563
H -2.9226 2.1338 2.3090  0.0950
H -4.6952 2.3581 2.2619  0.1059
H -3.8757 2.1999 3.8333  0.1033
H -4.5031 -1.7348 2.0288  0.1019

Calculated values
Multiplicity: 4
ΔE to the lowest compared entry with this formula, charge and spin, eV: 2.6492
Lowest unoccupied orbital energy (spin up / spin down), eV: 0.46 / -2.77
Highest occupied orbital energy (spin up / spin down), eV: -6.8313 / -10.3999
E_tot, eV: -21818.4743
<S²>: 3.76

Entry 4:
2 unconnected molecules or ions with the total composition C9H13OP, computed with ωB97M-V/def2-TZVPD.

Each line ends with the Löwdin charge.
Positions of all 24 atoms, in Å:
C -3.7334 0.1839 0.8477  -0.0316
C -3.6641 -0.4903 -0.3489  -0.0986
C -2.5143 0.5708 1.4635  -0.0197
C -2.5234 -0.7725 -0.9695  0.0132
C -1.2706 0.2665 0.8301  0.0229
C -1.2439 -0.4419 -0.4001  -0.3776
C 2.5830 -0.4857 1.6122  -0.2823
C 1.9736 1.6680 -0.4444  -0.2578
C 2.9514 -0.9676 -1.3035  -0.2855
O -0.1328 -0.6427 -1.0083  -0.0505
P 2.0525 -0.1145 0.0399  0.7834
H -4.6756 0.2084 1.2005  0.0737
H -4.5778 -0.6133 -0.8554  0.1030
H -2.5115 1.1849 2.3107  0.0824
H -2.5449 -1.3296 -1.8510  0.1051
H -0.3390 0.7611 1.2140  0.1059
H 2.6529 -1.5112 1.5669  -0.0653
H 2.3557 -0.0828 2.5353  -0.0509
H 0.8948 2.0866 -0.3339  0.0552
H 2.6064 2.2651 0.1115  -0.0111
H 2.1964 1.7963 -1.5487  0.0578
H 4.0112 -0.6378 -1.5860  0.0608
H 3.2509 -1.9414 -0.9334  0.0212
H 2.2026 -0.9603 -2.1492  0.0465

Calculated values
Multiplicity: 3
ΔE to the lowest compared entry with this formula, charge and spin, eV: 0.5231
Lowest unoccupied orbital energy (spin up / spin down), eV: 0.80 / -2.27
Highest occupied orbital energy (spin up / spin down), eV: -5.1952 / -7.6470
E_tot, eV: -20874.6923
<S²>: 2.06

Entry 5:
2 unconnected molecules or ions with the total composition C9H14, computed with ωB97M-V/def2-TZVPD.

Each line ends with the Löwdin charge.
Positions of all 23 atoms, in Å:
C 2.2656 -1.8123 -0.5242  -0.1453
C -0.4291 0.5412 -0.5400  -0.2245
C -1.3870 -0.0015 -1.3876  -0.2066
C 0.7277 -0.0598 -0.1851  -0.1908
C 0.9305 -1.2578 -0.8594  -0.3927
C -1.2628 -1.3525 -1.7537  -0.2463
C 0.0097 -1.9716 -1.7189  -0.1318
H -0.5947 1.6501 -0.2479  0.0892
H -2.2441 0.5065 -1.7220  0.0486
H 1.4313 0.2500 0.7021  0.1056
H -2.0576 -1.8967 -2.4321  0.0832
H 2.9602 -1.1836 -1.1478  0.0773
H 2.3181 -2.9673 -0.6996  0.0886
H 0.2455 -3.0446 -2.0172  0.0902
H 2.4684 -1.6184 0.5355  0.0405
C -1.2820 2.2716 2.9428  -0.1567
C 0.1713 2.5784 2.4649  -0.1850
H -1.4382 2.9779 3.8028  0.0681
H -1.9003 2.4581 2.2227  -0.0230
H -1.2420 1.1656 3.2132  0.0901
H 0.3874 3.6677 2.3318  0.0602
H 0.2409 2.0479 1.5600  -0.0162
H 0.9618 2.3727 3.2657  0.0773

Calculated values
Multiplicity: 2
ΔE to the lowest compared entry with this formula, charge and spin, eV: 2.1276
Lowest unoccupied orbital energy (spin up / spin down), eV: 3.83 / 3.68
Highest occupied orbital energy (spin up / spin down), eV: 0.9677 / -3.8145
E_tot, eV: -9556.6695
<S²>: 0.76
Net charge: -1

Entry 6:
2 unconnected molecules or ions with the total composition C9H14, computed with ωB97M-V/def2-TZVPD.

Each line ends with the Löwdin charge.
Positions of all 23 atoms, in Å:
C -1.8474 0.2312 1.8702  -0.1695
C -2.7369 1.4862 1.8673  -0.1778
H -1.1273 0.4334 2.6444  0.0465
H -2.4111 -0.6240 2.2692  0.0534
H -1.3917 -0.0858 0.9433  0.0458
H -3.6928 1.3549 2.3769  0.0464
H -2.9990 1.7442 0.8383  0.0492
H -2.1948 2.3507 2.2414  0.0512
C 0.4304 -2.0924 -2.2566  -0.1314
C 1.3360 1.1406 0.4833  -0.2011
C 1.3150 -0.1721 0.9412  -0.2255
C 0.6383 1.3979 -0.7706  -0.1881
C 1.0722 -1.2389 0.0907  -0.1468
C 0.5201 0.3327 -1.6671  -0.1615
C 0.7165 -0.9915 -1.2820  -0.3532
H 1.4986 2.0361 1.0782  0.0506
H 1.5721 -0.3295 1.9853  0.0758
H 0.2086 2.3589 -1.0472  0.0484
H 1.0941 -2.2704 0.4293  0.0616
H 0.1925 0.5506 -2.6855  0.0771
H -0.4019 -2.7378 -1.9258  0.0553
H 1.2529 -2.7430 -2.4738  0.0419
H 0.1560 -1.6544 -3.2184  0.0515

Calculated values
Multiplicity: 2
ΔE to the lowest compared entry with this formula, charge and spin, eV: 0.4775
Lowest unoccupied orbital energy (spin up / spin down), eV: 4.01 / 3.91
Highest occupied orbital energy (spin up / spin down), eV: 0.8015 / -3.3304
E_tot, eV: -9558.3196
<S²>: 0.76
Net charge: -1

Entry 7:
2 unconnected molecules or ions with the total composition C9H14, computed with ωB97M-V/def2-TZVPD.

Each line ends with the Löwdin charge.
Positions of all 23 atoms, in Å:
C -2.3369 -1.9715 -0.7058  -0.0594
C -0.8972 -1.7955 -0.3195  -0.2810
C 0.0353 -1.3573 -1.2502  -0.0607
C 1.3077 -1.0239 -0.8253  -0.1112
C 1.7272 -1.1732 0.4856  -0.0926
C 0.7882 -1.6437 1.4063  -0.0936
C -0.5161 -1.8727 1.0280  -0.0590
H -2.9945 -1.4564 -0.0121  0.0791
H -2.6889 -3.0195 -0.6403  0.0848
H -2.4778 -1.8101 -1.7675  0.0694
H -0.2881 -1.1577 -2.2650  0.1093
H 2.0221 -0.6130 -1.5342  0.1038
H 2.6535 -0.7713 0.8627  0.0986
H 1.0780 -1.6610 2.4471  0.0987
H -1.2470 -2.3024 1.7061  0.1119
C 0.6742 2.9116 -0.5762  -0.1604
C 0.3032 3.0537 0.9059  -0.1676
H 1.6611 3.3089 -0.7823  0.0580
H 0.5675 1.8594 -0.8518  0.0431
H -0.0495 3.4272 -1.2083  0.0588
H -0.3414 2.2203 1.1941  0.0555
H -0.1521 4.0011 1.1633  0.0550
H 1.1715 2.8471 1.5395  0.0594

Calculated values
ΔE to the lowest compared entry with this formula, charge and spin, eV: 0.4568
SMILES: Cc1ccccc1.CC
Lowest unoccupied orbital energy, eV: 1.00
Highest occupied orbital energy, eV: -9.0285
E_tot, eV: -9559.7246

Entry 8:
2 unconnected molecules or ions with the total composition C9H14, computed with ωB97M-V/def2-TZVPD.

Each line ends with the Löwdin charge.
Positions of all 23 atoms, in Å:
C 0.3728 1.6499 -0.0839  -0.0583
C 1.1618 0.3756 0.3237  -0.2701
C 2.5322 0.3889 0.1749  -0.0643
C 3.3044 -0.6713 0.7281  -0.0812
C 2.6441 -1.8018 1.2172  -0.1056
C 1.2762 -1.6725 1.4807  -0.1159
C 0.5012 -0.5948 1.1326  -0.0615
H 0.3078 1.4312 -1.1660  0.0840
H 0.9419 2.5484 0.1468  0.0778
H -0.5658 1.5604 0.4793  0.0545
H 3.0656 1.2237 -0.2938  0.1127
H 4.4107 -0.6986 0.8016  0.1076
H 3.2137 -2.6873 1.4315  0.0922
H 0.7412 -2.4861 2.1034  0.1281
H -0.5114 -0.4242 1.4559  0.0957
C -3.5837 -0.1071 -1.5381  -0.1497
C -2.3541 0.6240 -1.0040  -0.1881
H -3.4017 -1.1875 -1.3972  0.0726
H -4.4659 0.1572 -1.0225  0.0384
H -3.8335 0.0804 -2.6045  0.0724
H -2.3921 1.7041 -0.9247  0.0663
H -1.3938 0.3308 -1.4242  0.0470
H -1.9716 0.2564 -0.0170  0.0454

Calculated values
ΔE to the lowest compared entry with this formula, charge and spin, eV: 1.3557
SMILES: Cc1ccccc1.CC
Lowest unoccupied orbital energy, eV: 0.97
Highest occupied orbital energy, eV: -8.9459
E_tot, eV: -9558.8258

Entry 9:
2 unconnected molecules or ions with the total composition C9H14, computed with ωB97M-V/def2-TZVPD.

Each line ends with the Löwdin charge.
Positions of all 23 atoms, in Å:
C -1.6559 1.2716 0.7544  -0.0806
C -0.4889 1.3635 -0.1115  -0.3384
C 0.7506 0.9921 0.3331  -0.0663
C 1.8048 1.0052 -0.5754  -0.1016
C 1.7090 1.6824 -1.7841  -0.0946
C 0.4337 2.1394 -2.1496  -0.0857
C -0.6839 2.0157 -1.3382  -0.0463
H -2.5987 1.3582 -0.0244  0.1351
H -1.7489 2.0395 1.5935  0.0977
H -1.6515 0.3805 1.4315  0.0623
H 0.9559 0.7276 1.4200  0.1413
H 2.8133 0.6193 -0.4137  0.1026
H 2.5998 1.8355 -2.3783  0.0974
H 0.2868 2.7074 -3.1022  0.1126
H -1.6023 2.2885 -1.6378  0.0642
C 0.3913 -2.8086 0.3806  -0.1610
C -0.5830 -2.6849 1.5820  -0.1724
H 1.2393 -2.1525 0.4319  0.0323
H 0.8670 -3.8317 0.2963  0.0799
H -0.0301 -2.5858 -0.5709  0.0441
H -0.1307 -2.5934 2.5126  0.0144
H -1.5513 -2.0574 1.5304  0.0732
H -1.1263 -3.7121 1.8198  0.0896

Calculated values
ΔE to the lowest compared entry with this formula, charge and spin, eV: 1.7260
SMILES: Cc1ccccc1.CC
Lowest unoccupied orbital energy, eV: 1.02
Highest occupied orbital energy, eV: -8.9176
E_tot, eV: -9558.4555

Entry 10:
2 unconnected molecules or ions with the total composition C9H14, computed with ωB97M-V/def2-TZVPD.

Each line ends with the Löwdin charge.
Positions of all 23 atoms, in Å:
C -0.3702 -2.8476 -1.4192  -0.0267
C -0.4714 -1.8826 -0.2398  -0.2868
C -1.6849 -1.3684 0.1656  -0.0596
C -1.7626 -0.5543 1.2817  -0.1096
C -0.6917 -0.3455 2.1146  -0.1022
C 0.4755 -0.9747 1.7031  -0.1207
C 0.6540 -1.6236 0.5299  -0.0872
H 0.2562 -3.6168 -0.9606  0.0844
H -0.0104 -2.4673 -2.3411  0.0662
H -1.4050 -3.1300 -1.4392  0.0630
H -2.5400 -1.5085 -0.4743  0.1073
H -2.6704 -0.0031 1.5490  0.1073
H -0.9637 0.0827 3.0949  0.1136
H 1.4859 -0.8997 2.2379  0.1265
H 1.6629 -1.8113 0.1449  0.1231
C 1.4233 2.5681 -1.3621  -0.1575
C 0.6081 3.1119 -0.1632  -0.1750
H 1.3043 1.5446 -1.5573  0.0225
H 1.0342 3.1488 -2.2576  0.0752
H 2.5135 2.8865 -1.2955  0.0787
H 0.3108 2.4058 0.6535  0.0546
H -0.3609 3.4492 -0.4062  0.0336
H 1.2026 3.8359 0.4412  0.0692

Calculated values
ΔE to the lowest compared entry with this formula, charge and spin, eV: 1.3696
SMILES: Cc1ccccc1.CC
Lowest unoccupied orbital energy, eV: 0.99
Highest occupied orbital energy, eV: -9.1222
E_tot, eV: -9558.8119